30
Properties=species:S:1:pos:R:3:forces:R:3:nbo_charge:R:1 method="wB97M-V/def2-TZVPD" e_tot_ev=-14209.7091 multiplicity=1 de_lowest_kj_mol=60.6 smiles=Cc1c[nH]c2ccccc12.CCC gap_ha=0.3218 lumo_energy_ha=0.0323
C 1.283475 -2.295574 2.134403 -0.2 -0.4 0.5 -0.63
C -0.728511 0.750216 1.254792 -0.1 0.0 -0.5 0.14
C -0.446705 -0.607828 1.048037 -0.1 -0.7 0.9 -0.10
C 0.629821 -0.964247 1.942981 0.3 -0.3 -0.5 -0.08
C 0.979841 0.171609 2.581945 0.2 0.6 -0.1 -0.04
C -2.574200 0.562591 -0.209008 0.1 0.4 -0.9 -0.21
C -1.774606 1.366308 0.570742 0.1 0.0 0.2 -0.24
C -2.299140 -0.790115 -0.440205 -0.4 -0.9 1.3 -0.24
C -1.277030 -1.410279 0.265869 0.1 0.5 -0.5 -0.19
N 0.132488 1.208322 2.213858 0.6 0.5 0.1 -0.53
H -3.411485 1.018442 -0.721190 -0.1 0.0 0.0 0.21
H -1.963486 2.426730 0.649599 -0.1 0.1 0.2 0.21
H -3.055503 -1.423755 -0.894966 0.2 0.2 -0.4 0.21
H -1.099063 -2.479835 0.239125 -0.1 0.1 -0.2 0.21
H 0.414407 2.170684 2.330500 -0.3 -0.1 0.0 0.41
H 1.833565 0.398768 3.208102 -0.2 -0.2 0.1 0.21
H 1.032338 -3.077088 1.418126 -0.2 0.3 -0.3 0.22
H 0.979360 -2.706222 3.102353 0.2 0.0 0.0 0.22
H 2.366824 -2.220807 2.129546 0.2 0.1 0.1 0.22
C 1.556367 0.658414 -2.685140 0.0 -0.7 0.9 -0.41
C 2.097869 1.717801 -3.622885 -0.3 0.0 -1.1 -0.61
C 0.774069 -0.485027 -3.371782 -0.5 1.0 0.0 -0.61
H 2.330671 0.186951 -2.071750 0.4 0.2 -0.3 0.20
H 0.944971 1.110983 -1.905098 -0.4 0.2 -0.2 0.20
H 2.078042 2.739557 -3.239162 0.3 -0.2 0.2 0.21
H -0.277532 -0.374169 -3.106105 -0.1 -0.2 0.0 0.21
H 0.816042 -0.344841 -4.451993 0.2 -0.4 -0.1 0.20
H 1.493939 1.754096 -4.544941 -0.1 0.0 0.3 0.20
H 3.079838 1.449723 -4.012627 0.2 0.2 0.3 0.21
H 1.091370 -1.481714 -3.086321 0.1 -0.1 -0.1 0.21